[1]
ORCA calculation (ωB97M-V/def2-TZVPD) on a 6-piece molecular cluster, C40H84Br4F3N2O15P3 overall.

Values from the calculation:
E_HOMO, eV: -7.2
HOMO-LUMO gap, eV: 7.271
SMILES: C#CC[C@@](CC=C)(O[C@@H](CC[C@](F)(Br)C(F)(F)Br)P(O)O)[C@@](N[C@@H](Br)[C@@H](C)Br)(P(CC)CC)P(=N)(O)O.COCCOC.COCCOC.COCCOC.COCCOC.COCCOC
Lowest unoccupied orbital energy, eV: 0.024
Net charge: 0

Last column: Mulliken charge in e.
CARTESIAN COORDINATES (ANGSTROEM)
C (-1.366, 3.603, -0.282)  -1.17
C (-0.526, 3.213, -1.063)  -0.61
C (0.617, 2.644, -1.777)  -0.90
C (1.776, 2.123, -0.841)  0.83
C (3.002, 2.113, -1.790)  -1.79
C (4.393, 1.794, -1.267)  -0.71
C (5.233, 2.549, -0.490)  -1.05
O (1.832, 3.005, 0.261)  -0.32
C (2.479, 4.222, 0.148)  0.24
C (1.565, 5.458, -0.055)  -0.57
C (2.396, 6.752, -0.208)  -1.48
C (3.091, 6.846, -1.568)  0.29
F (2.887, 5.770, -2.363)  -0.19
Br (5.041, 7.019, -1.377)  -0.10
C (2.613, 8.085, -2.389)  0.62
F (2.558, 9.168, -1.662)  -0.20
F (3.436, 8.261, -3.412)  -0.21
Br (0.883, 7.687, -3.220)  -0.15
P (3.331, 4.467, 1.858)  -0.33
O (2.331, 5.371, 2.850)  -0.32
O (4.748, 5.292, 1.653)  -0.55
C (1.400, 0.677, -0.284)  -0.12
N (-0.092, 0.487, -0.397)  0.47
C (-0.671, -0.620, 0.311)  -0.51
Br (-1.558, -0.089, 2.013)  -0.09
C (-1.877, -1.157, -0.528)  -0.52
C (-2.825, -0.059, -1.011)  -1.03
Br (-1.353, -2.396, -1.927)  -0.14
P (2.174, -0.768, -1.191)  0.83
C (1.767, -0.969, -2.960)  -0.58
C (2.014, -2.457, -3.352)  -1.55
C (3.747, -1.480, -0.603)  -0.70
C (3.590, -2.921, -0.010)  -1.23
P (1.997, 0.545, 1.478)  -0.07
N (3.481, 0.967, 1.620)  -0.65
O (1.918, -1.015, 1.939)  -0.27
O (1.128, 1.448, 2.495)  -0.25
H (-2.063, 3.865, 0.490)  0.87
H (0.291, 1.860, -2.466)  0.60
H (1.021, 3.427, -2.426)  0.68
H (3.067, 3.132, -2.184)  0.93
H (2.841, 1.491, -2.667)  0.85
H (4.828, 0.859, -1.640)  0.42
H (6.086, 3.025, -0.984)  0.21
H (5.121, 2.717, 0.580)  0.52
H (3.295, 4.362, -0.567)  0.24
H (1.008, 5.395, -0.994)  0.29
H (0.823, 5.554, 0.736)  0.68
H (1.650, 7.553, -0.202)  0.45
H (3.055, 6.955, 0.632)  0.60
H (2.582, 6.304, 2.724)  0.30
H (5.335, 4.833, 1.041)  0.40
H (-0.226, 0.258, -1.378)  -0.03
H (-0.034, -1.488, 0.489)  0.44
H (-2.450, -1.740, 0.189)  0.68
H (-3.782, -0.510, -1.273)  0.39
H (-2.960, 0.734, -0.279)  0.26
H (-2.462, 0.400, -1.936)  0.21
H (0.737, -0.680, -3.177)  0.37
H (2.373, -0.387, -3.673)  0.47
H (3.092, -2.582, -3.443)  0.41
H (1.520, -2.663, -4.299)  0.36
H (1.646, -3.083, -2.540)  0.34
H (4.326, -0.905, 0.119)  0.53
H (4.414, -1.610, -1.467)  0.69
H (2.601, -3.340, -0.180)  0.23
H (4.412, -3.553, -0.346)  0.42
H (3.719, -2.821, 1.070)  0.21
H (3.561, 1.730, 2.284)  0.30
H (1.996, -0.959, 2.904)  0.39
H (0.460, 1.976, 2.033)  0.25
C (0.159, 3.884, 8.206)  -0.73
O (0.524, 5.223, 7.921)  -0.39
C (1.831, 5.549, 8.371)  -0.52
C (2.846, 5.492, 7.247)  -0.36
O (3.010, 4.175, 6.753)  -0.44
C (2.278, 3.936, 5.554)  -0.52
H (-0.702, 3.633, 7.588)  0.23
H (0.966, 3.184, 7.980)  0.32
H (-0.124, 3.787, 9.260)  0.33
H (2.131, 4.895, 9.195)  0.31
H (1.790, 6.574, 8.755)  0.38
H (3.818, 5.812, 7.638)  0.42
H (2.567, 6.177, 6.439)  0.18
H (2.795, 4.369, 4.707)  0.21
H (1.266, 4.343, 5.605)  0.35
H (2.211, 2.858, 5.411)  0.23
C (-7.136, -2.242, -5.822)  -0.69
O (-5.954, -2.197, -6.603)  -0.38
C (-5.111, -1.105, -6.272)  -0.59
C (-3.972, -1.527, -5.366)  -0.38
O (-4.438, -1.953, -4.096)  -0.29
C (-4.514, -3.365, -3.977)  -0.70
H (-7.567, -3.237, -5.924)  0.25
H (-6.934, -2.058, -4.764)  0.27
H (-7.859, -1.506, -6.189)  0.33
H (-5.688, -0.294, -5.815)  0.33
H (-4.690, -0.729, -7.210)  0.38
H (-3.322, -0.662, -5.194)  0.36
H (-3.371, -2.309, -5.839)  0.29
H (-3.515, -3.778, -3.803)  0.04
H (-4.950, -3.831, -4.862)  0.44
H (-5.143, -3.596, -3.117)  0.35
C (4.210, -9.037, 2.777)  -0.71
O (4.146, -8.006, 3.747)  -0.37
C (4.756, -6.799, 3.314)  -0.67
C (3.735, -5.795, 2.819)  -0.23
O (3.081, -6.256, 1.643)  -0.34
C (1.806, -6.814, 1.914)  -0.80
H (3.486, -9.802, 3.055)  0.25
H (3.966, -8.674, 1.777)  0.30
H (5.209, -9.485, 2.769)  0.32
H (5.506, -6.999, 2.543)  0.35
H (5.272, -6.373, 4.181)  0.38
H (4.252, -4.867, 2.557)  0.26
H (3.006, -5.562, 3.601)  0.34
H (1.072, -6.015, 2.068)  0.29
H (1.822, -7.466, 2.789)  0.38
H (1.507, -7.402, 1.047)  0.26
C (-4.076, -8.473, -3.540)  -0.81
O (-3.655, -7.150, -3.830)  -0.30
C (-2.342, -6.871, -3.366)  -0.28
C (-1.319, -6.972, -4.479)  -0.47
O (-1.198, -8.300, -4.966)  -0.39
C (-1.922, -8.519, -6.165)  -0.72
H (-4.939, -8.694, -4.168)  0.25
H (-3.295, -9.206, -3.751)  0.34
H (-4.376, -8.550, -2.490)  0.31
H (-2.077, -7.530, -2.534)  0.35
H (-2.347, -5.843, -2.989)  0.18
H (-0.340, -6.687, -4.081)  0.36
H (-1.564, -6.283, -5.293)  0.31
H (-1.372, -8.106, -7.018)  0.32
H (-2.919, -8.075, -6.128)  0.31
H (-2.024, -9.595, -6.303)  0.25
C (-7.384, 3.348, 2.206)  -0.68
O (-6.774, 4.000, 3.307)  -0.39
C (-5.546, 3.404, 3.694)  -0.60
C (-4.354, 4.163, 3.148)  -0.47
O (-4.297, 4.101, 1.728)  -0.12
C (-4.812, 5.268, 1.104)  -0.96
H (-8.138, 4.019, 1.795)  0.25
H (-6.664, 3.110, 1.420)  0.26
H (-7.876, 2.428, 2.538)  0.33
H (-5.510, 2.354, 3.385)  0.34
H (-5.506, 3.433, 4.787)  0.37
H (-3.439, 3.697, 3.526)  0.34
H (-4.366, 5.203, 3.488)  0.38
H (-4.072, 6.075, 1.147)  0.30
H (-5.741, 5.602, 1.569)  0.46
H (-5.010, 5.029, 0.060)  0.24


[2]
ORCA calculation (ωB97M-V/def2-TZVPD) on one molecule with the formula C5H6N2O.

Values from the calculation:
E_HOMO, eV: -8.9
HOMO-LUMO gap, eV: 9.595
SMILES: [H]/N=c1/o[nH]c2c1CC2
Lowest unoccupied orbital energy, eV: 0.697
Net charge: 0
Energy above the lowest of the compared OMol25 structures with the same formula, charge and spin, kJ/mol: 425.4

Last column: natural (NBO) charge in e.
CARTESIAN COORDINATES (ANGSTROEM)
H (1.663, -2.070, 0.048)  0.34
N (2.207, -1.225, -0.030)  -0.65
C (1.284, -0.393, -0.086)  0.53
O (1.481, 1.009, 0.118)  -0.37
N (0.133, 1.650, -0.232)  -0.27
C (-0.797, 0.655, 0.063)  0.13
C (-0.229, -0.517, 0.077)  -0.17
C (-1.504, -1.290, 0.004)  -0.39
C (-2.228, 0.150, 0.001)  -0.41
H (0.157, 2.415, 0.500)  0.37
H (-1.723, -1.960, -0.904)  0.23
H (-1.674, -1.736, 1.021)  0.21
H (-2.915, 0.464, 0.814)  0.22
H (-2.891, 0.211, -0.953)  0.23


[3]
ORCA calculation (ωB97M-V/def2-TZVPD) on C27H35BBrF2FeN3O3PS5 as an isolated structure.

Values from the calculation:
E_HOMO (alpha / beta), eV: -5.7 / -6.2
HOMO-LUMO gap (alpha / beta), eV: 5.407 / 5.204
Lowest unoccupied orbital energy (alpha / beta), eV: -0.267 / -1.000
2S+1: 6
Net charge: 0
Energy above the lowest of the compared OMol25 structures with the same formula, charge and spin, kJ/mol: 276.2

Last column: Mulliken spin population.
CARTESIAN COORDINATES (ANGSTROEM)
Fe (-0.494, -1.870, -0.403)  3.61
C (-1.363, -6.084, 0.633)  0.00
C (-1.714, -5.052, 1.689)  0.01
S (-1.794, -3.303, 1.121)  0.05
C (-3.392, -3.263, 0.235)  -0.01
C (-3.329, -3.655, -1.233)  0.02
S (-1.879, -2.895, -2.067)  0.06
C (-1.024, -4.306, -2.879)  0.00
C (-0.891, -5.622, -2.136)  0.00
S (-0.039, -5.532, -0.512)  0.00
H (-2.235, -6.341, 0.040)  0.00
H (-0.996, -6.987, 1.122)  0.00
H (-0.948, -5.016, 2.462)  0.00
H (-2.669, -5.295, 2.153)  0.00
H (-3.707, -2.225, 0.340)  -0.01
H (-4.092, -3.904, 0.773)  0.00
H (-4.211, -3.279, -1.750)  0.00
H (-3.278, -4.731, -1.355)  0.00
H (-0.040, -3.892, -3.097)  0.00
H (-1.546, -4.487, -3.821)  0.00
H (-0.292, -6.287, -2.761)  0.00
H (-1.857, -6.099, -1.976)  0.00
Br (6.600, 5.174, 3.034)  0.01
C (5.026, 4.365, 3.741)  0.15
C (4.911, 4.179, 5.115)  -0.07
C (3.779, 3.597, 5.633)  0.14
C (2.749, 3.151, 4.778)  -0.08
C (2.886, 3.371, 3.387)  0.15
C (4.008, 3.976, 2.881)  -0.08
N (1.643, 2.613, 5.315)  0.41
N (0.719, 2.013, 4.685)  0.04
C (0.824, 0.989, 3.847)  0.06
C (1.968, 0.159, 3.760)  0.05
C (2.031, -0.879, 2.859)  0.00
C (0.985, -1.108, 1.977)  0.00
O (1.031, -2.121, 1.008)  0.03
C (-0.184, -0.330, 2.015)  0.04
N (-1.164, -0.567, 1.108)  0.08
C (-2.262, 0.165, 1.162)  0.04
C (-2.494, 1.140, 2.124)  0.00
C (-1.497, 1.413, 3.044)  0.08
C (-0.303, 0.694, 2.999)  0.00
H (5.702, 4.499, 5.774)  0.00
H (3.669, 3.452, 6.696)  0.01
H (2.076, 3.090, 2.729)  0.02
H (4.094, 4.143, 1.818)  0.00
H (2.791, 0.344, 4.433)  0.02
H (2.899, -1.520, 2.813)  0.00
H (-2.990, -0.039, 0.388)  0.00
H (-3.434, 1.670, 2.139)  0.00
H (-1.628, 2.175, 3.796)  -0.01
C (2.091, 2.222, -3.619)  0.00
C (0.964, 1.860, -4.580)  0.00
C (1.162, 0.476, -5.170)  0.00
O (-0.294, 2.015, -3.926)  0.01
P (-1.229, 0.919, -3.211)  0.02
S (-2.133, -0.322, -4.444)  0.01
S (-0.175, 0.048, -1.683)  0.13
O (-2.353, 1.868, -2.595)  0.00
C (-2.235, 3.129, -1.923)  0.00
C (-1.035, 3.197, -0.990)  0.00
C (-2.223, 4.266, -2.937)  0.00
H (3.039, 2.246, -4.151)  0.00
H (2.149, 1.491, -2.816)  0.00
H (1.913, 3.205, -3.190)  0.00
H (0.922, 2.601, -5.392)  0.00
H (1.168, -0.270, -4.378)  0.00
H (2.110, 0.444, -5.702)  0.00
H (0.361, 0.241, -5.864)  0.00
H (-3.159, 3.185, -1.330)  0.00
H (-0.112, 3.151, -1.562)  0.00
H (-1.051, 2.363, -0.294)  0.00
H (-1.058, 4.128, -0.426)  0.00
H (-1.319, 4.222, -3.539)  0.00
H (-2.266, 5.221, -2.417)  0.00
H (-3.082, 4.182, -3.598)  0.00
F (1.261, -2.874, -1.120)  0.03
B (1.517, -1.896, -0.220)  -0.03
F (2.425, -1.002, -0.554)  0.00


| no. | largest force on an atom (eV/Å) |
| --- | --- |
| 1 | 4.06 |
| 2 | 3.97 |
| 3 | 3.69 |